# 1
Here is C46H45F3InN6O4PS as an isolated structure from the Open Molecules 2025 dataset. Energies are from the ωB97M-V functional and the def2-TZVPD basis.

Geometry as XYZ:
```
107
Properties=species:S:1:pos:R:3:mulliken_charge:R:1
In -0.26566 1.69794 0.26452 0.79
N 3.27328 4.10145 1.07825 -0.51
C 2.36311 3.49937 0.24808 0.32
S 2.36054 1.77193 0.18161 -0.35
N 1.60494 4.29217 -0.46441 -1.70
N 0.68299 3.57876 -1.14235 1.36
C 0.14173 4.09522 -2.16848 -1.45
C -0.75197 3.26835 -2.99382 0.86
C -1.49238 3.82348 -4.02934 -0.83
C -2.33739 3.00155 -4.75886 -0.70
C -2.40390 1.65489 -4.44832 -0.75
C -1.59864 1.17673 -3.42274 -0.50
N -0.79001 1.95911 -2.71604 1.40
H 3.39970 3.56140 1.92427 0.31
H 3.01863 5.06245 1.26446 0.29
H 0.39737 5.10319 -2.48859 0.30
H -1.42992 4.88691 -4.22400 0.46
H -2.95133 3.41470 -5.55021 0.39
H -3.07303 0.98050 -4.96422 0.47
H -1.61833 0.13211 -3.13568 0.23
O 1.86563 2.76518 3.20084 -0.85
C 1.50930 1.59032 3.04316 -0.38
O 0.50851 1.13884 2.40232 0.15
C 2.36951 0.51052 3.70607 0.20
C 3.01223 0.84738 4.90204 -0.53
C 3.71104 -0.09452 5.63150 -0.70
C 3.77513 -1.40634 5.17592 -0.73
C 3.16673 -1.74036 3.98138 -0.23
C 2.48155 -0.78894 3.21441 0.13
P 1.74090 -1.29605 1.60255 2.11
C 0.58792 -2.54191 2.33268 0.28
C 0.60208 -3.92114 2.14258 -0.23
C -0.38650 -4.72323 2.70277 -0.64
C -1.40388 -4.16039 3.45678 -0.76
C -1.42335 -2.78543 3.65787 -0.13
C -0.43777 -1.98574 3.10296 -0.61
C 3.08926 -2.31123 0.85554 0.06
C 2.73895 -3.11072 -0.23993 -0.07
C 3.69634 -3.80762 -0.96160 -0.76
C 5.04069 -3.68592 -0.63420 -0.67
C 5.40954 -2.85422 0.41256 -0.66
C 4.44641 -2.17481 1.14891 -0.82
H 2.92570 1.87315 5.23608 0.49
H 4.19290 0.18586 6.56145 0.36
H 4.29474 -2.16586 5.74901 0.41
H 3.21701 -2.76443 3.62869 0.43
H 1.38521 -4.38679 1.56096 0.35
H -0.35977 -5.79486 2.53952 0.41
H -2.18198 -4.78558 3.87849 0.33
H -2.21788 -2.32814 4.23520 0.45
H -0.46260 -0.90819 3.24597 -0.13
H 1.69893 -3.17229 -0.54297 0.27
H 3.39174 -4.41972 -1.80272 0.42
H 5.79364 -4.21541 -1.20568 0.36
H 6.45670 -2.72574 0.66016 0.38
H 4.75948 -1.52078 1.95222 0.44
F -4.50709 4.53481 0.32626 -0.32
C -3.23906 4.29584 -0.03703 0.87
F -3.25060 3.21359 -0.81798 -0.03
F -2.85158 5.34647 -0.81360 -0.35
C -2.28273 4.17294 1.18337 0.30
O -2.63687 4.77823 2.17991 -0.72
O -1.21909 3.50809 0.98244 -0.50
C -0.98772 -2.70356 -1.05887 -0.83
C -2.41110 -2.46028 -1.53698 0.63
C -3.29450 -3.60072 -0.99825 -1.85
C -3.08379 -1.12825 -1.18532 -0.41
C -4.28889 -0.89491 -1.83372 0.01
C -5.12570 0.17188 -1.50865 -1.72
C -4.80699 0.87635 -0.35485 -0.33
C -3.63569 0.66108 0.36087 -0.68
C -3.68006 1.11410 1.83209 1.14
C -2.38757 1.06658 2.64570 -1.42
C -4.70439 0.21633 2.55792 -1.88
C -2.57361 -0.12532 -0.24487 1.57
N -1.26413 -0.02115 0.01353 0.77
H -0.73337 -3.75925 -1.22184 0.54
H -0.89044 -2.47394 -0.00360 -0.12
H -0.26810 -2.08586 -1.58963 -0.18
H -2.41271 -2.54201 -2.63388 0.46
H -3.35259 -3.52847 0.09170 0.33
H -2.87052 -4.57854 -1.25464 0.49
H -4.31201 -3.54761 -1.38896 0.41
H -4.57775 -1.57494 -2.63522 0.40
H -6.02946 0.37949 -2.07067 0.29
H -5.52167 1.59461 0.04632 0.46
H -4.08139 2.13691 1.85775 0.24
H -1.84555 0.13981 2.45198 -0.39
H -2.62845 1.11390 3.71336 0.59
H -1.71272 1.89507 2.44491 -0.15
H -4.32284 -0.80983 2.59618 0.29
H -5.66417 0.19481 2.04007 0.42
H -4.86418 0.56308 3.58591 0.52
N 1.38572 -0.16878 -2.44645 0.11
C 2.30199 0.20179 -3.40452 0.63
C 3.65756 -0.13282 -3.28787 -0.34
C 4.55395 0.19264 -4.29139 -0.59
C 4.13850 0.86626 -5.43473 -0.49
C 2.79761 1.21882 -5.54616 -0.72
C 1.89010 0.89609 -4.55194 -0.11
H 1.75736 -0.39669 -1.53606 -0.24
H 0.56999 0.43003 -2.37572 -0.45
H 4.00012 -0.63563 -2.38681 0.39
H 5.59801 -0.07425 -4.16984 0.37
H 4.84539 1.12416 -6.21306 0.35
H 2.45113 1.75894 -6.42096 0.37
H 0.84790 1.18299 -4.64385 0.36
```

Calculated values
**Total energy**: -99016.5935 eV
**E_HOMO**: -0.84 eV
**Total charge**: -2
**Largest force on an atom**: 0.016 hartree/bohr
**E_LUMO**: 4.19 eV

# 2
Here is C5H8N2O as an isolated structure at a distorted geometry from the Open Molecules 2025 dataset. Energies are from the ωB97M-V functional and the def2-TZVPD basis.

Geometry as XYZ:
```
16
Properties=species:S:1:pos:R:3:nbo_charge:R:1
C 1.82534 0.95259 0.26997 -0.69
C 0.72645 -0.17317 0.08544 0.17
C 1.24834 -1.41839 -0.47356 -0.47
C -1.80427 -0.69089 0.57181 0.26
C -1.09000 1.30736 -0.24623 0.59
H 2.71346 0.35654 0.55256 0.23
H 2.31409 1.49346 -0.81852 0.23
H 1.58823 2.19567 0.89237 0.25
H 2.32750 -1.70032 -0.66197 0.24
H 0.31972 -2.09876 -0.88837 0.22
H -1.22375 -1.32351 1.41546 0.18
H -3.23706 -1.80768 0.13122 0.36
H -0.13881 1.91810 -0.59899 0.06
N -0.61316 0.15141 0.26781 -0.55
N -2.83187 -0.88792 -0.23377 -0.58
O -2.12420 1.72551 -0.26524 -0.51
```

Calculated values
**Total energy**: -10336.3973 eV
**E_HOMO**: -8.84 eV
**Largest force on an atom**: 0.217 hartree/bohr
**E_LUMO**: 0.46 eV

# 3
Here is H2N2O2S in the gas phase at a distorted geometry from the Open Molecules 2025 dataset. Energies are from the ωB97M-V functional and the def2-TZVPD basis.

Geometry as XYZ:
```
7
Properties=species:S:1:pos:R:3:mulliken_spin:R:1
N 1.39998 -0.26766 0.00072 0.17
N -1.31301 0.13079 0.05995 0.46
O -0.97698 1.26584 0.24295 0.35
O -2.42064 -0.34540 0.00726 0.68
S -0.02854 -1.11837 0.12653 0.34
H 1.52599 0.55815 0.46537 -0.01
H 1.81320 -0.22335 -0.90278 0.00
```

Calculated values
**<S²>**: 2.02
**Total energy**: -17935.5324 eV
**E_HOMO (alpha / beta)**: -6.58 / -10.07 eV
**Multiplicity**: 3
**Largest force on an atom**: 0.102 hartree/bohr
**E_LUMO (alpha / beta)**: 0.38 / -3.73 eV

# 4
Here is C19H44MnNO2P2 as an isolated structure at a distorted geometry from the Open Molecules 2025 dataset. Energies are from the ωB97M-V functional and the def2-TZVPD basis.

Geometry as XYZ:
```
69
Properties=species:S:1:pos:R:3:mulliken_spin:R:1
Mn -0.47284 0.01721 -0.48351 4.75
P 0.11808 -2.18962 -0.44703 -0.15
P 0.12690 2.19437 -0.17632 -0.14
N 2.18698 0.05884 -1.27707 0.14
C 1.81294 -2.36097 -1.16617 -0.05
H 2.30597 -3.29589 -0.85692 0.00
H 1.68761 -2.41456 -2.26614 0.01
C 2.79993 -1.22818 -0.87390 0.01
H 3.16537 -1.18663 0.17085 -0.01
H 3.68610 -1.39754 -1.52457 0.00
C 2.80755 1.28895 -0.72902 0.00
H 3.68664 1.53654 -1.36578 0.00
H 3.19305 1.11662 0.29669 0.00
C 1.82320 2.45236 -0.86612 -0.05
H 1.68851 2.64946 -1.94812 0.00
H 2.31206 3.33807 -0.43023 0.00
C 0.25742 3.02340 1.49237 0.02
C -0.92778 2.77383 2.42742 0.03
H -0.60016 3.01224 3.45189 0.00
H -1.27967 1.73262 2.40842 0.01
H -1.77708 3.42782 2.18636 0.00
C -1.08873 3.19571 -1.18273 0.03
C -2.43962 3.41466 -0.48585 0.01
H -3.16159 3.75223 -1.24627 0.00
H -2.39212 4.18513 0.30096 0.00
H -2.84073 2.49144 -0.04875 0.00
C -1.09413 -3.05427 -1.58010 0.03
C -2.45302 -3.34945 -0.92914 0.01
H -3.17060 -3.58450 -1.73091 0.00
H -2.85440 -2.48546 -0.38464 0.00
H -2.42089 -4.21350 -0.24586 0.00
C 0.24749 -3.21821 1.10888 0.03
C -0.94001 -3.08461 2.06136 0.03
H -0.67901 -3.62458 2.98348 0.00
H -1.85065 -3.54141 1.65434 0.00
H -1.15163 -2.03789 2.31674 0.01
C -2.03448 -0.03732 0.49135 -0.03
C -0.53138 4.52674 -1.69470 0.01
H -0.38071 5.26452 -0.89731 0.00
H 0.41578 4.41655 -2.23091 0.00
H -1.24950 4.95284 -2.40833 0.00
C -0.53675 -4.31360 -2.25010 0.01
H -1.25793 -4.65407 -3.00603 0.00
H 0.40748 -4.13813 -2.77496 0.00
H -0.38191 -5.14272 -1.54858 0.00
C 0.60283 -4.68871 0.88332 0.00
H 0.90168 -5.09536 1.85980 0.00
H -0.26388 -5.27549 0.55050 0.00
H 1.43844 -4.84903 0.18981 0.00
C 0.59950 4.51301 1.44665 0.00
H -0.26899 5.13672 1.19467 0.00
H 0.91316 4.80911 2.45827 0.00
H 1.42288 4.75924 0.76555 0.00
H 1.12422 2.48157 1.90930 0.01
H 1.10389 -2.71432 1.58974 0.01
H -1.26453 2.55350 -2.06581 0.04
H -1.26160 -2.30876 -2.37984 0.04
O -2.64457 -0.10051 1.54082 0.12
H 2.34947 0.11104 -2.29782 -0.02
H -2.11494 0.05992 -0.99256 0.11
C 0.02982 -0.40194 4.36312 0.00
C 1.29531 0.16807 3.78368 0.00
O 1.37002 -0.28616 2.41669 0.03
H -0.84186 -0.07368 3.80424 0.00
H -0.09313 -0.07891 5.39015 0.00
H 0.06212 -1.49411 4.37652 0.00
H 1.26582 1.27544 3.77463 0.00
H 2.17930 -0.17964 4.33802 0.00
H 2.29701 -0.18083 2.11989 0.00
```

Calculated values
**<S²>**: 8.78
**Total energy**: -75891.5279 eV
**E_HOMO (alpha / beta)**: -9.54 / -12.07 eV
**Multiplicity**: 6
**Total charge**: +1
**Largest force on an atom**: 0.163 hartree/bohr
**E_LUMO (alpha / beta)**: -2.02 / -3.79 eV